# H36O18

A cluster of 18 separate species, H36O18 in total (wB97M-V/def2-TZVPD, the Open Molecules 2025 dataset).

Each line ends with the natural charge from an NBO analysis.
Positions of all 54 atoms, in Å:
O (2.9669, -7.1545, -25.3393)  -0.948
H (3.7430, -7.2740, -24.7919)  0.475
H (2.8967, -6.2067, -25.4526)  0.474
O (3.1910, -9.7345, -31.1746)  -0.987
H (2.3657, -9.8200, -31.6518)  0.476
H (3.0802, -8.9465, -30.6427)  0.502
O (9.7055, -5.7826, -29.0187)  -0.971
H (8.9415, -5.8017, -29.5951)  0.478
H (9.8180, -6.6912, -28.7394)  0.466
O (9.2541, -12.5506, -32.6409)  -0.940
H (9.6458, -12.1448, -31.8675)  0.460
H (8.8392, -13.3471, -32.3098)  0.480
O (8.4279, -13.6460, -28.4406)  -0.928
H (7.7128, -13.0803, -28.1493)  0.464
H (8.7915, -13.1988, -29.2049)  0.463
O (6.3083, -9.6168, -25.6537)  -0.975
H (7.0416, -10.2084, -25.4846)  0.499
H (5.6132, -9.9236, -25.0715)  0.483
O (7.5525, -12.2390, -25.9907)  -0.968
H (7.4341, -12.7141, -25.1682)  0.483
H (6.6742, -12.1900, -26.3681)  0.498
O (4.7199, -13.2626, -26.6407)  -0.950
H (4.2329, -13.3559, -27.4595)  0.482
H (4.0510, -13.0662, -25.9848)  0.472
O (10.1761, -11.4965, -26.7120)  -0.963
H (9.9721, -10.6421, -27.0924)  0.468
H (9.3220, -11.8961, -26.5477)  0.484
O (10.3612, -7.1883, -25.6457)  -0.985
H (9.9982, -7.4642, -26.4873)  0.477
H (9.7367, -7.5129, -24.9970)  0.477
O (7.4207, -5.5386, -30.6989)  -0.940
H (7.2598, -6.0410, -31.4976)  0.475
H (6.6553, -5.7088, -30.1500)  0.478
O (6.2135, -13.5689, -31.9159)  -0.959
H (6.0310, -12.6958, -31.5688)  0.482
H (5.3551, -13.9887, -31.9732)  0.463
O (2.9277, -7.7899, -29.1619)  -0.957
H (2.9277, -8.2551, -28.3254)  0.490
H (2.2849, -7.0900, -29.0473)  0.483
O (6.7751, -9.2945, -28.4376)  -0.997
H (6.2951, -9.9370, -28.9601)  0.486
H (6.4017, -9.3719, -27.5596)  0.498
O (9.6012, -8.4469, -27.9223)  -0.970
H (10.2000, -8.7176, -28.6183)  0.482
H (8.7326, -8.6830, -28.2476)  0.510
O (8.6794, -7.8205, -23.5953)  -0.939
H (8.6497, -7.2445, -22.8314)  0.478
H (7.9815, -8.4577, -23.4427)  0.476
O (5.3999, -11.3228, -23.1088)  -0.953
H (5.7411, -12.1492, -22.7671)  0.479
H (4.4759, -11.3228, -22.8586)  0.475
O (5.4751, -11.2933, -30.4059)  -0.976
H (5.8236, -10.7135, -31.0832)  0.485
H (4.5439, -11.0764, -30.3603)  0.506

Results
- Maximum force: 0.9 eV/A
- Calculated total energy: -37440.11414 eV
- HOMO-LUMO gap: 8.5 eV
- Energy relative to the best compared isomer or geometry (same formula, charge and spin): 55.3 kcal/mol